*A*
ORCA calculation (wB97M-V/def2-TZVPD) on C2H4OS2 in the gas phase.

Last column: Mulliken charge in e.
Positions of all 9 atoms, in Å:
C 1.47799 -0.30248 -0.26983  -0.5804
C -1.02748 0.12938 -0.16983  -0.0968
O -2.13768 -0.23781 0.41019  -0.3984
S 0.82272 0.10499 1.43497  -0.2730
S -0.00524 -0.96125 -1.13729  -0.0745
H 1.83745 0.49734 -0.83444  0.3358
H 2.30304 -0.91674 -0.10233  0.3434
H -0.82918 1.27510 -0.34990  0.3546
H -2.44161 0.41148 1.01846  0.3893

## Properties
**Gap between HOMO and LUMO**: 0.28217 Eh
**HOMO energy**: -8.223 eV
**LUMO**: -0.545 eV

***

*B*
ORCA calculation (wB97M-V/def2-TZVPD) on 2 unconnected molecules or ions with the total composition C2H4OS2.

Last column: Mulliken charge in e.
Positions of all 9 atoms, in Å:
C 0.50813 0.03647 -2.11119  -0.3147
C 0.48275 -1.00069 0.62310  -0.6787
O -1.19091 1.45086 0.44388  -0.2917
S -1.52108 2.79036 0.99441  0.2279
S 0.94724 -1.17127 -1.10607  0.0689
H -0.38318 0.54087 -1.62635  0.1460
H -0.35742 -0.35776 0.70012  0.2486
H 1.16222 -0.28242 1.00153  0.3011
H 0.35224 -2.00643 1.08059  0.2927

## Properties
**Gap between HOMO and LUMO (spin up / spin down)**: 0.23919 / 0.23883 Eh
**HOMO energy (spin up / spin down)**: -8.609 / -8.605 eV
**LUMO (spin up / spin down)**: -2.100 / -2.106 eV

***

*C*
ORCA calculation (wB97M-V/def2-TZVPD) on C2H4OS2 in the gas phase.

Last column: Mulliken charge in e.
Positions of all 9 atoms, in Å:
C -0.73489 0.28429 -0.65416  -0.2506
C 1.34443 -0.11787 0.84356  -0.9018
O -3.12277 -0.24793 -1.46766  -0.4971
S -1.71548 -0.27519 -1.88946  0.3483
S 0.97495 0.33858 -0.87468  -0.0228
H -1.19839 0.88277 0.09719  0.3707
H 2.36133 0.09169 1.13754  0.3338
H 1.36095 -1.22096 1.20167  0.3140
H 0.72988 0.26461 1.60601  0.3056

## Properties
**Gap between HOMO and LUMO**: 0.29715 Eh
**HOMO energy**: -8.671 eV
**LUMO**: -0.585 eV

***

*C* takes first place; second place is 0.594 eV up.

***

*A*
ORCA calculation (wB97M-V/def2-TZVPD) on a gas-phase ion, C4H6N2 (charge +2).

Last column: Mulliken charge in e.
Positions of all 12 atoms, in Å:
C -1.46643 -1.42944 0.17396  0.1564
N -1.56745 -0.30582 -0.02203  0.1012
C -1.18962 0.97598 -0.13715  -0.5072
C 0.31746 1.09954 0.15604  0.0836
N 1.04634 0.10795 0.01544  0.0219
C 1.94882 -0.73805 -0.09391  -0.1277
H -1.55734 -2.55974 0.15693  0.4398
H -1.68284 1.70909 0.49561  0.3474
H -1.69614 1.43632 -1.09082  0.3945
H 0.92337 1.86206 0.60085  0.4481
H 2.62724 -0.72960 -0.95314  0.3093
H 2.29659 -1.42829 0.69822  0.3327

## Properties
**Gap between HOMO and LUMO**: 0.43886 Eh
**Charge**: +2
**HOMO energy**: -21.984 eV
**LUMO**: -10.042 eV

***

*B*
ORCA calculation (wB97M-V/def2-TZVPD) on a gas-phase ion, C4H6N2 (charge +2).

Last column: Mulliken charge in e.
Positions of all 12 atoms, in Å:
N 2.62084 0.11762 0.03035  -0.4089
C 1.20896 0.27245 0.01042  -0.0400
C 0.01719 0.27528 -0.12609  0.0866
N -1.45714 0.19756 -0.13022  0.1631
C -2.39105 0.74558 0.47152  0.1388
C -2.67809 -0.48901 -0.30646  -0.3473
H 3.19790 0.67610 -0.68517  0.4515
H 2.72182 -0.96343 -0.23730  0.4805
H 3.15214 0.47703 0.99601  0.4875
H -2.61173 1.70496 0.93921  0.4021
H -2.85466 -1.43617 0.29653  0.2883
H -3.01844 -0.49997 -1.33456  0.2980

## Properties
**Gap between HOMO and LUMO**: 0.39370 Eh
**Charge**: +2
**HOMO energy**: -20.438 eV
**LUMO**: -9.725 eV

***

*A* takes first place; second place is 2.164 eV up.

***

*A*
ORCA calculation (wB97M-V/def2-TZVPD) on 3 unconnected molecules or ions with the total composition C3H10N2P.

Last column: Mulliken charge in e.
Positions of all 16 atoms, in Å:
C -1.08173 -0.37729 -1.16357  -1.0391
C 1.41206 1.15437 -1.17927  -0.7860
C -0.36217 -0.03588 0.12380  0.6880
N -0.30481 0.78498 2.53996  -0.4814
N 0.73321 0.72976 0.06193  -0.1687
P -1.05032 -0.39286 1.84029  0.2777
H -0.74369 -1.32489 -1.45216  0.3687
H -0.56412 0.20120 -2.02265  0.2167
H -2.12882 -0.27245 -1.13554  0.3990
H 0.94519 0.65134 -2.07766  0.2381
H 1.15332 2.16223 -1.39330  0.3841
H 2.45008 1.07536 -1.07929  0.3382
H -0.38120 -2.71331 1.20413  -0.3134
H -0.52522 0.85790 3.49416  0.2827
H 1.27761 0.92939 0.84372  0.2652
H -0.82940 -3.42985 1.39545  0.3304

## Properties
**Gap between HOMO and LUMO**: 0.31562 Eh
**Charge**: +1
**HOMO energy**: -14.372 eV
**LUMO**: -5.783 eV

***

*B*
ORCA calculation (wB97M-V/def2-TZVPD) on a molecular structure, C3H10N2P.

Last column: Mulliken charge in e.
Positions of all 16 atoms, in Å:
C -0.92184 -0.38120 -0.16905  0.5944
C -1.87907 0.53342 0.44793  -1.0026
C 2.53908 -0.82764 0.75488  -0.5372
N -1.32931 -1.66156 -0.45138  -0.3731
N 0.21257 0.00928 -0.48888  -0.2525
P 1.74355 0.26702 -0.23022  0.4426
H -2.87718 0.37046 -0.01793  0.3554
H -1.54318 1.62006 0.36782  0.2498
H -1.96413 0.29580 1.48556  0.3311
H 2.10089 -1.70107 1.20858  0.2771
H 3.57604 -0.91342 0.86798  0.3008
H 0.05016 2.73005 -1.27445  0.1662
H -2.19577 -2.07476 -0.11664  0.2420
H -0.55891 -2.31466 -0.75742  0.2676
H 0.82196 2.53977 -1.05114  -0.1680
H 2.22513 1.50845 -0.57564  0.1062

## Properties
**Gap between HOMO and LUMO**: 0.31734 Eh
**Charge**: +1
**HOMO energy**: -13.560 eV
**LUMO**: -4.925 eV

***

*A* takes first place; second place is 0.118 eV up.

***

*A*
ORCA calculation (wB97M-V/def2-TZVPD) on C3H2O in the gas phase.

Last column: Mulliken charge in e.
Positions of all 6 atoms, in Å:
O 0.92524 0.35320 -1.43003  -0.4322
C 0.21050 0.55919 -0.48228  0.0513
C -1.18373 -0.49434 1.29053  -0.1258
C -0.16752 -0.52737 0.47078  -0.1405
H -0.19809 1.55893 -0.26180  0.3278
H 0.41361 -1.44960 0.41281  0.3194

## Properties
**Gap between HOMO and LUMO**: 0.34845 Eh
**HOMO energy**: -10.745 eV
**LUMO**: -1.263 eV

***

*B*
ORCA calculation (wB97M-V/def2-TZVPD) on C3H2O in the gas phase.

Last column: Mulliken charge in e.
Positions of all 6 atoms, in Å:
C 1.37200 -0.45630 0.11076  -0.1172
C 0.30670 -0.36050 -0.45045  -0.2659
C -1.00128 0.23995 -0.22369  0.1321
O -1.14910 1.43566 -0.24371  -0.4115
H 2.25778 -0.40229 0.69498  0.3645
H -1.78611 -0.45652 0.11211  0.2980

## Properties
**Gap between HOMO and LUMO**: 0.39243 Eh
**HOMO energy**: -10.565 eV
**LUMO**: 0.114 eV

***

*B* takes first place; second place is 1.347 eV up.

***

*A*
ORCA calculation (wB97M-V/def2-TZVPD) on 2 unconnected molecules or ions with the total composition CH4NO2.

Last column: Mulliken charge in e.
Positions of all 8 atoms, in Å:
C -0.93784 -1.37395 0.35428  -0.0338
N -1.04573 -0.23360 0.67714  -0.0309
O 1.01372 1.53356 -1.03409  -0.2027
O 0.81030 1.15701 0.26775  -0.2135
H -0.12057 -1.95119 -0.10483  0.3198
H -1.76636 -2.08284 0.52357  0.3277
H 0.18881 1.82515 0.62799  0.4393
H 1.85767 1.12586 -1.31182  0.3942

## Properties
**Gap between HOMO and LUMO (spin up / spin down)**: 0.33779 / 0.23115 Eh
**Charge**: +1
**HOMO energy (spin up / spin down)**: -16.848 / -15.247 eV
**LUMO (spin up / spin down)**: -7.657 / -8.957 eV

***

*B*
ORCA calculation (wB97M-V/def2-TZVPD) on a gas-phase ion, CH4NO2 (charge +1).

Last column: Mulliken charge in e.
Positions of all 8 atoms, in Å:
C 0.82169 0.52436 0.09504  -0.6649
N -0.20067 -0.42519 -0.01992  0.2872
O -2.55813 -1.05048 -0.22059  0.0717
O -1.35704 -0.00331 -0.13688  -0.0596
H 1.67516 0.13727 0.65851  0.3205
H 1.20600 0.81022 -0.90235  0.3197
H 0.43216 1.45493 0.53065  0.3417
H -0.01917 -1.44779 -0.00445  0.3836

## Properties
**Gap between HOMO and LUMO (spin up / spin down)**: 0.42289 / 0.29907 Eh
**Charge**: +1
**HOMO energy (spin up / spin down)**: -19.287 / -16.831 eV
**LUMO (spin up / spin down)**: -7.780 / -8.693 eV

***

*A* takes first place; second place is 1.219 eV up.

***

*A*
ORCA calculation (wB97M-V/def2-TZVPD) on C3H3N3OS in the gas phase.

Last column: Mulliken charge in e.
Positions of all 11 atoms, in Å:
O -2.79931 -0.07599 0.40211  -0.4866
C -1.47498 0.04491 -0.02581  0.4926
N -0.96266 1.28012 -0.08646  -0.4913
C 0.34356 1.19362 -0.07351  0.1158
C 1.11236 0.00505 0.02064  0.5656
S 2.83980 0.03767 0.17063  -0.2812
N 0.50522 -1.09702 -0.17265  -0.3968
N -0.85430 -1.04187 -0.17581  -0.3358
H -2.93815 -0.96248 -0.00991  0.3951
H 1.17626 1.96840 -0.36000  0.2181
H 3.05220 -1.35240 0.31076  0.2044

## Properties
**Gap between HOMO and LUMO**: 0.33353 Eh
**HOMO energy**: -9.474 eV
**LUMO**: -0.399 eV

***

*B*
ORCA calculation (wB97M-V/def2-TZVPD) on C3H3N3OS in the gas phase.

Last column: Mulliken charge in e.
Positions of all 11 atoms, in Å:
S -2.20538 1.28839 0.55521  -0.1353
N -0.58006 1.05926 1.08166  -0.3800
C 0.07554 0.13224 0.40792  0.5346
N -0.36810 -0.65156 -0.76793  -0.4421
C 0.55688 -1.11009 -1.54899  0.1552
O 1.80387 -1.32307 -1.22611  -0.3028
C 2.10384 -0.84688 0.00999  0.1457
N 1.41438 -0.23559 0.91648  -0.4071
H -2.43031 2.35167 1.34779  0.1608
H 0.47355 -1.44280 -2.61672  0.3437
H 3.13078 -1.19507 0.36942  0.3273

## Properties
**Gap between HOMO and LUMO**: 0.32243 Eh
**HOMO energy**: -8.451 eV
**LUMO**: 0.323 eV

***

*A* takes first place; second place is 0.077 eV up.